C19H34O3 | the ωB97M-V functional and the def2-TZVPD basis

Summary:
**Lowest unoccupied orbital energy**: 0.37 eV
**Total charge**: 0
**Structure (SMILES)**: COC(C)(C)CCC[C@H](C)C/C=C/C(C)=C/C(=O)OC(C)C
**Strongest force on any atom**: 0.8 eV/Å

Structure (XYZ):
```
56
C19H34O3 the ωB97M-V functional and the def2-TZVPD basis
C -5.01 -2.41 -1.27
O -5.50 -1.09 -1.31
C -5.99 -0.53 -0.10
C -6.60 0.81 -0.53
H -7.49 0.63 -1.13
H -6.88 1.40 0.34
H -5.89 1.36 -1.13
C -7.09 -1.40 0.54
H -6.67 -2.30 0.97
H -7.58 -0.84 1.33
H -7.83 -1.67 -0.21
C -4.86 -0.31 0.93
C -3.67 0.47 0.37
H -3.37 0.02 -0.58
C -2.50 0.47 1.35
H -2.24 -0.57 1.58
H -2.83 0.93 2.28
C -1.24 1.19 0.86
C -1.50 2.67 0.60
H -2.11 2.81 -0.29
H -2.02 3.12 1.44
H -0.57 3.21 0.45
H -0.50 1.12 1.66
C -0.65 0.50 -0.38
C 0.74 0.98 -0.66
C 1.83 0.29 -0.35
C 3.20 0.72 -0.56
C 4.20 -0.08 -0.13
C 5.64 0.16 -0.23
O 6.21 1.11 -0.71
O 6.30 -0.88 0.32
C 7.73 -0.83 0.33
C 8.21 -1.67 1.50
H 7.89 -2.70 1.37
H 9.29 -1.63 1.57
H 7.78 -1.29 2.43
C 8.27 -1.34 -1.00
H 7.94 -2.36 -1.18
H 9.36 -1.31 -0.99
H 7.92 -0.71 -1.82
H 8.03 0.22 0.46
H 3.96 -1.02 0.34
C 3.44 2.04 -1.22
H 2.97 2.05 -2.20
H 4.50 2.22 -1.33
H 3.00 2.84 -0.63
H 1.72 -0.68 0.12
H 0.81 1.96 -1.12
H -1.29 0.70 -1.24
H -0.63 -0.58 -0.20
H -3.98 1.50 0.17
H -5.28 0.22 1.79
H -4.51 -1.28 1.28
H -5.80 -3.14 -1.06
H -4.20 -2.53 -0.55
H -4.62 -2.60 -2.27
```